(1)
This record from OMol25 describes a cluster of 5 separate species, C2H13O4S in total in a non-equilibrium geometry. The level of theory is ωB97M-V/def2-TZVPD.

Cartesian coordinates (Å):
C  -3.0939  -0.7238  0.8693
C  -2.5805  -1.0667  -0.5349
S  -2.0677  0.3823  -1.4844
H  -2.2735  -0.3118  1.4650
H  -3.9115  -0.0229  0.8630
H  -3.3134  -1.6442  1.4026
H  -1.7401  -1.7613  -0.3878
H  -3.3794  -1.6243  -1.0319
H  -0.8447  -0.7591  -2.8304
H  0.4946  -1.3160  -3.3964
O  -0.3978  -1.5897  -3.1555
H  4.4512  2.3180  1.2230
H  4.8681  3.6977  0.7672
O  5.0050  3.0687  1.4884
H  -0.2025  -0.6485  -0.0052
H  0.1416  0.7679  0.0787
O  0.4950  -0.0892  0.3688
H  2.2927  0.9175  1.0518
H  2.9561  -0.2610  1.7277
O  3.1007  0.6664  1.5208

- energy (eV) = -21311.884
- total charge = -1
- E_HOMO (hartree) = -0.12479
- molecular weight (g mol⁻¹) = 133.19
- orbital gap (eV) = 6.6
- energy above the lowest of the compared OMol25 structures with the same formula, charge and spin (eV) = 0.665

=====

(2)
This record from OMol25 describes a structure of composition C11H17N4OPtS5Sb in a non-equilibrium geometry. The level of theory is ωB97M-V/def2-TZVPD.

Cartesian coordinates (Å):
Pt  0.4728  -0.3855  0.1359
S  -3.8536  -2.0201  -1.9782
Sb  -2.8231  -0.6278  -0.5066
S  -0.9467  0.5997  -1.3645
S  -1.2102  -1.7775  0.7345
S  -4.2422  0.6160  0.7558
C  4.9646  -3.9021  2.9596
C  3.8764  -3.0713  2.3333
C  3.1787  -3.5188  1.2136
C  2.1851  -2.6800  0.7557
N  1.9265  -1.4927  1.2994
C  2.6755  -1.0859  2.3763
S  2.4114  0.4173  3.1143
N  3.6269  -1.9102  2.9010
H  4.8643  -4.9563  2.6993
H  4.9348  -3.7843  4.0416
H  5.9418  -3.5548  2.6155
H  3.3769  -4.4705  0.7419
H  1.5427  -2.9530  -0.0736
C  4.7847  0.2009  0.0240
N  4.2347  1.5427  0.0330
C  5.0042  2.4860  0.8173
C  4.4984  3.8857  0.5434
C  3.0268  3.9111  0.8951
N  2.3046  2.8734  0.1845
C  0.8570  3.0290  0.2133
C  2.8639  1.6738  -0.0977
O  2.2303  0.7223  -0.5788
H  5.7432  0.2054  -0.5032
H  4.0980  -0.4699  -0.4808
H  4.9399  -0.1566  1.0486
H  6.0565  2.3774  0.5378
H  4.9065  2.2456  1.8851
H  4.6246  4.1117  -0.5190
H  5.0461  4.6281  1.1264
H  2.5746  4.8691  0.6267
H  2.8927  3.7663  1.9753
H  0.5157  3.6454  -0.6215
H  0.5801  3.4974  1.1592
H  0.3509  2.0685  0.1547

- energy (eV) = -83656.757
- total charge = -2
- E_HOMO (hartree) = -0.04783
- molecular weight (g mol⁻¹) = 698.46
- orbital gap (eV) = 5.5
- energy above the lowest of the compared OMol25 structures with the same formula, charge and spin (eV) = 0.134

=====

(3)
This record from OMol25 describes a structure of composition C26H32BCl4F4N7O3STeZr in a non-equilibrium geometry. The level of theory is ωB97M-V/def2-TZVPD.

Cartesian coordinates (Å):
Zr  -0.5571  0.2300  0.0661
C  2.2451  2.0428  0.9248
C  2.2943  0.7533  1.7217
N  1.7815  -0.3694  0.9326
C  2.6660  -0.9423  -0.0823
C  2.5457  -0.1859  -1.3920
N  1.1554  0.2253  -1.6715
C  1.1218  1.5366  -2.3335
C  1.2534  2.6461  -1.2676
N  1.0065  2.1407  0.1098
H  3.0984  2.0924  0.2491
H  2.3109  2.8877  1.6099
H  1.6519  0.8463  2.5961
H  3.3207  0.5733  2.0622
H  1.5593  -1.1105  1.5862
H  2.3606  -1.9794  -0.2279
H  3.7113  -0.9415  0.2475
H  2.9244  -0.7996  -2.2126
H  3.1604  0.7137  -1.3619
H  0.7093  -0.4747  -2.2679
H  0.1797  1.6255  -2.8676
H  1.9275  1.6244  -3.0692
H  0.5352  3.4320  -1.4827
H  2.2497  3.0911  -1.3020
H  0.3667  2.7792  0.5775
Cl  -0.0286  -4.8487  4.6422
C  -0.1098  -3.9606  3.1696
C  0.1093  -4.5972  1.9536
Cl  0.4674  -6.2803  1.8970
C  0.0437  -3.8625  0.7649
Cl  0.3462  -4.6018  -0.7694
C  -0.2599  -2.5108  0.7905
O  -0.3301  -1.7368  -0.3072
C  -0.4405  -1.8605  2.0236
O  -0.6054  -0.5386  1.9789
C  -0.3757  -2.5877  3.2037
Cl  -0.5960  -1.7417  4.6848
C  -5.1941  -2.1172  -2.0942
N  -4.0425  -1.4381  -2.6494
C  -2.7719  -1.8263  -2.4961
N  -2.5408  -2.9608  -1.8279
S  -1.5173  -0.8691  -3.1249
H  -6.0873  -1.7621  -2.6013
H  -5.3015  -1.9296  -1.0225
H  -5.1217  -3.1911  -2.2692
H  -4.1590  -0.5179  -3.0420
H  -3.2452  -3.3763  -1.2425
H  -1.5738  -3.1538  -1.6180
N  -3.4246  0.6048  5.4522
C  -2.1788  1.1247  5.5866
O  -1.4311  0.8475  6.5055
C  -1.7628  2.0941  4.5207
C  -2.5909  3.0851  4.0206
C  -2.0791  3.9682  3.0827
C  -0.7748  3.7934  2.6581
N  0.0226  2.8096  3.0899
C  -0.4688  2.0059  4.0284
H  -3.6651  -0.1367  6.0900
H  -3.8430  0.5781  4.5352
H  -3.6121  3.1787  4.3686
H  -2.6858  4.7608  2.6682
H  -0.3504  4.4751  1.9262
H  0.1783  1.2197  4.3994
F  -2.0325  1.3480  1.3839
B  -3.1915  0.4225  1.3324
F  -2.7075  -0.5396  0.3355
F  -3.3714  -0.1853  2.5399
F  -4.2937  1.0689  0.8881
Te  -2.1947  2.2909  -1.3062
C  -1.7610  2.9107  -3.2892
C  -1.0452  4.0846  -3.5241
C  -0.8194  4.5418  -4.8170
C  -1.3194  3.8371  -5.9016
C  -2.0620  2.6852  -5.6808
C  -2.2844  2.2311  -4.3879
H  -0.6833  4.6745  -2.6904
H  -0.2610  5.4566  -4.9718
H  -1.1468  4.1906  -6.9098
H  -2.4701  2.1346  -6.5192
H  -2.8637  1.3341  -4.2299

- energy (eV) = -125112.346
- E_HOMO (hartree) = -0.26521
- molecular weight (g mol⁻¹) = 970.10
- orbital gap (eV) = 7.4
- energy above the lowest of the compared OMol25 structures with the same formula, charge and spin (eV) = 1.076

=====

(4)
This record from OMol25 describes a cluster of 8 separate species, C12H38FO12 in total in a non-equilibrium geometry. The level of theory is ωB97M-V/def2-TZVPD.

Cartesian coordinates (Å):
F  15.9807  -7.8196  -4.8157
C  16.4268  -11.1223  -3.5791
O  15.8418  -9.9986  -2.9335
H  15.5719  -11.7826  -3.7249
H  17.0181  -10.9671  -4.4815
H  17.1187  -11.5632  -2.8615
H  15.6822  -9.3641  -3.6360
C  19.1034  -8.6624  -3.5947
O  18.7726  -8.7548  -4.9217
H  19.2866  -9.6469  -3.1642
H  20.0387  -8.1034  -3.5663
H  18.3463  -8.1657  -2.9879
H  17.8211  -8.6612  -5.0076
C  13.6738  -6.1062  -7.5125
C  12.9631  -4.9573  -6.8013
O  11.8647  -5.4934  -6.1101
O  12.9360  -6.8686  -8.4923
H  14.1322  -6.7923  -6.8003
H  14.6019  -5.7194  -7.9333
H  12.5549  -4.2296  -7.5028
H  13.7302  -4.4546  -6.2123
H  12.2369  -5.8428  -5.2971
H  12.2513  -7.3980  -8.0769
C  11.5181  -7.7207  -3.1182
C  12.7205  -8.1049  -4.0126
O  13.4563  -6.9368  -4.1700
O  10.3648  -8.3844  -3.6350
H  11.2013  -6.6972  -3.3187
H  11.7639  -8.0299  -2.1023
H  12.4549  -8.5973  -4.9481
H  13.1987  -8.9688  -3.5511
H  14.3816  -7.1705  -4.2743
H  9.6402  -8.0868  -3.0800
C  14.9568  -9.9762  -7.4176
C  16.4097  -9.5912  -7.6295
O  16.5943  -8.1953  -7.4512
O  14.6553  -10.0025  -6.0426
H  14.7322  -10.9239  -7.9070
H  14.2656  -9.2773  -7.8887
H  16.6485  -9.8987  -8.6476
H  17.0863  -10.1780  -7.0082
H  16.3883  -8.0689  -6.5221
H  15.0818  -9.2376  -5.6493
C  15.4476  -8.1077  -0.0450
C  15.0542  -6.9515  -0.9649
O  16.0301  -6.3274  -1.7209
O  16.3240  -7.6734  1.0253
H  15.8311  -8.9974  -0.5444
H  14.5187  -8.3628  0.4651
H  14.5385  -6.1768  -0.3975
H  14.2309  -7.2353  -1.6205
H  16.1288  -6.9461  -2.4483
H  15.8793  -7.0745  1.6296
C  19.0359  -3.8539  -4.6042
C  17.9141  -4.8990  -4.2080
O  17.4018  -5.4190  -5.4230
O  20.1278  -4.5300  -5.1341
H  19.5667  -3.4346  -3.7495
H  18.7326  -3.0002  -5.2102
H  17.1120  -4.3147  -3.7571
H  18.1072  -5.7323  -3.5325
H  16.8378  -6.1606  -5.1916
H  19.8192  -5.3571  -5.5113

- energy (eV) = -40339.958
- E_HOMO (spin up / spin down) (hartree) = -0.34641 / -0.34417
- molecular weight (g mol⁻¹) = 393.42
- orbital gap (spin up / spin down) (eV) = 9.2 / 2.6
- spin multiplicity = 2